Version 1
Molecular formula: C5H8N2S
Method: DFT, wB97M-V/def2-TZVPD

Kohn-Sham gap = 0.2534 hartree
Charge = 0

XYZ file:
```
16
C5H8N2S | the Open Molecules 2025 dataset | wB97M-V/def2-TZVPD
C 1.3795 -1.5552 0.1053
C 1.6891 -0.2331 0.1234
C -0.5624 -0.4446 0.0555
C -1.9539 -0.1315 -0.3013
C 0.3249 1.8365 0.3087
N 0.4533 0.4056 0.1848
N -0.0349 -1.6965 -0.0189
S 3.1614 0.4356 -0.1616
H 2.0991 -2.3688 0.1095
H -1.9155 0.6939 -1.0522
H -2.4937 -0.9150 -0.7357
H -2.6181 0.1329 0.4968
H 0.7475 2.3840 -0.4520
H -0.6312 2.0218 0.7000
H 0.8780 1.9141 1.2167
H -0.5233 -2.4798 -0.5790
```

Here are the Löwdin charges for atoms 1 to 8, given in e: -0.127, -0.903, -0.300, 0.001, -0.008, -0.082, 0.095, 0.514


Version 2
Molecular formula: C5H8N2S
Method: DFT, wB97M-V/def2-TZVPD

Kohn-Sham gap = 0.2991 hartree
Charge = 0

XYZ file:
```
16
C5H8N2S | the Open Molecules 2025 dataset | wB97M-V/def2-TZVPD
C 1.6987 1.3737 -0.3750
C 1.3241 -0.0956 -0.0838
C -0.7631 0.5936 -0.0754
C -2.2030 0.3681 0.0522
C -0.2680 -1.8820 0.2623
N 0.0706 -0.5006 0.0043
N 1.9296 2.2215 0.5209
S 2.6683 -1.0233 0.0073
H 1.9679 1.5869 -1.3936
H -2.4046 -0.0029 1.0223
H -2.7772 1.2610 -0.3883
H -2.6528 -0.3858 -0.7056
H 0.1813 -2.3107 1.2661
H -1.4022 -1.8482 0.1171
H 0.3006 -2.4329 -0.4282
H 2.3302 3.0772 0.1973
```

Here are the Löwdin charges for atoms 1 to 8, given in e: -0.324, -0.796, -0.001, -0.136, -0.056, -0.209, 0.093, 0.748


Verdict on stability: version 2 comes out at the bottom.